# 1
Computed, not measured: C9H19N5O3 in the gas phase, with ωB97M-V with the def2-TZVPD basis set.

Calculated values
energy above the lowest of the compared OMol25 structures with the same formula, charge and spin	5.9890	eV
orbital gap	8.977	eV
HOMO energy	-8.84	eV

Last column: Mulliken charge in e.
CARTESIAN COORDINATES (ANGSTROEM)
H 5.57609 1.19159 -1.26404  0.23
N 5.67333 1.44882 -0.30893  -0.75
C 4.62029 1.02255 0.40852  0.49
N 4.61745 1.23474 1.86214  -0.63
N 3.52140 0.21272 -0.06062  -0.03
C 3.17982 -0.05817 -1.36802  -0.69
C 1.62986 -0.43974 -1.35489  -1.35
C 0.51380 0.31847 -0.71371  -0.69
C -0.64339 -0.33599 0.08489  0.64
N -1.47541 0.78429 0.17732  -0.07
C -2.79940 0.93306 -0.00312  0.09
O -3.46755 1.98693 0.19224  -0.67
C -3.55964 -0.43415 -0.13816  0.38
C -4.99458 -0.15657 -0.65426  -1.28
N -3.57835 -1.17310 1.07545  -0.59
C -0.31053 -0.88643 1.47162  0.25
O 0.90618 -0.95752 1.93040  -0.60
O -1.42861 -1.22579 2.18114  -0.54
H 4.33476 0.39715 2.42461  0.27
H 5.68401 1.07696 1.92507  0.33
H 2.78116 0.13681 0.53531  0.21
H 3.75812 -1.02472 -1.71682  0.23
H 3.53680 0.84181 -2.10960  0.33
H 1.92399 -1.22781 -0.76888  0.52
H 1.43490 -0.96229 -2.36167  0.34
H 0.83462 1.12955 -0.06270  0.43
H -0.03194 0.75304 -1.60191  0.31
H -1.10360 -1.18864 -0.48746  0.21
H -1.22339 1.85695 0.16169  0.32
H -3.09848 -1.06369 -1.00949  0.18
H -4.78417 0.54864 -1.58149  0.26
H -5.75345 -0.94386 -0.94406  0.36
H -6.00162 0.40160 -0.11428  0.26
H -3.85730 -2.15147 0.69737  0.33
H -4.22761 -0.80842 1.80559  0.30
H -2.18757 -1.23732 1.69072  0.60

---

# 2
Computed, not measured: 2 unconnected molecules or ions with the total composition C9H19NO2, with ωB97M-V with the def2-TZVPD basis set.

Calculated values
energy above the lowest of the compared OMol25 structures with the same formula, charge and spin	8.4809	eV
orbital gap (spin up / spin down)	8.954 / 8.336	eV
HOMO energy (spin up / spin down)	-8.97 / -8.63	eV

Last column: Mulliken charge in e.
CARTESIAN COORDINATES (ANGSTROEM)
C -0.89372 1.76677 -0.00047  -0.55
C -1.63483 0.57871 -0.62858  -1.39
C 0.61035 1.59961 -0.05389  -1.19
C -1.14353 -0.78008 -0.13770  1.92
C 1.09888 0.24574 0.47070  1.70
C -1.56312 -0.96706 1.37832  -1.63
C -1.66338 -1.99210 -1.04735  -1.74
C 1.21639 0.18812 1.92712  -2.06
C 2.59732 0.06294 0.06718  -1.86
N 0.32024 -0.85689 -0.12987  -0.52
O 1.42309 0.14421 -2.53550  -0.36
O 0.56524 -0.80916 -2.11107  -0.20
H -1.34325 2.65363 -0.55907  0.30
H -1.18666 1.86974 1.11314  0.31
H -2.73254 0.60434 -0.39990  0.33
H -1.26618 0.57835 -1.62724  0.54
H 0.98448 1.74176 -1.03856  0.49
H 0.91340 2.31365 0.60296  0.54
H -2.46222 -1.60226 1.31889  0.47
H -1.65084 0.05719 1.66673  0.34
H -0.79655 -1.71972 1.73387  0.33
H -0.83021 -2.57588 -1.14885  0.48
H -2.12421 -1.66283 -1.98013  0.33
H -2.36584 -2.61939 -0.52798  0.43
H 1.26024 -0.76431 2.34970  0.50
H 0.44081 0.58098 2.46897  0.57
H 2.09389 0.82980 2.25804  0.36
H 2.97562 -0.79690 0.62598  0.40
H 3.08442 1.00012 0.29455  0.44
H 2.87106 -0.09989 -0.92311  0.41
H 1.20165 0.43080 -3.42690  0.30

---

# 3
Computed, not measured: C9H19NSSi in the gas phase, with ωB97M-V with the def2-TZVPD basis set.

Calculated values
energy above the lowest of the compared OMol25 structures with the same formula, charge and spin	0.2801	eV
orbital gap	8.472	eV
HOMO energy	-8.59	eV

Last column: Mulliken charge in e.
CARTESIAN COORDINATES (ANGSTROEM)
C 1.62708 -1.26217 3.78182  -0.72
C 1.16488 -0.02131 3.64577  -0.42
C 0.19122 0.25173 2.57733  0.49
S -1.15209 1.17099 2.91072  -0.26
N 0.31781 -0.39169 1.23643  -0.04
Si -0.71724 0.30633 -0.02347  0.19
C -2.27118 -0.68495 0.10179  -1.32
C -0.82849 2.21918 -0.08039  -1.43
C 0.23072 -0.11192 -1.63607  1.38
C -0.95444 -0.11896 -2.79187  -1.49
C 1.35193 0.79593 -2.04977  -1.46
C 0.86126 -1.44049 -1.44760  -1.96
H 2.22937 -1.37393 4.66476  0.30
H 1.17246 -2.05276 3.13206  0.27
H 1.68797 0.84985 4.26465  0.23
H 1.20977 -0.71001 1.07877  0.32
H -3.17298 -0.19188 -0.20383  0.42
H -2.25377 -1.55136 -0.57427  0.40
H -2.47300 -1.05528 1.09630  0.36
H -0.17174 2.65499 0.72201  0.33
H -0.57712 2.61438 -1.02006  0.47
H -1.71466 2.45050 0.37977  0.58
H -1.84585 -0.39378 -2.27167  0.41
H -0.98405 0.94221 -3.15257  0.34
H -0.82727 -0.80997 -3.64461  0.35
H 2.15896 0.75525 -1.25925  0.31
H 0.97741 1.93298 -2.08475  0.27
H 1.63680 0.54111 -3.13615  0.41
H 1.62485 -1.40912 -0.65734  0.43
H 0.07063 -2.16646 -1.22378  0.34
H 1.43077 -1.73939 -2.33475  0.50

---

# 4
Computed, not measured: a molecular structure, C9H19O10Tl, with ωB97M-V with the def2-TZVPD basis set.

Calculated values
energy above the lowest of the compared OMol25 structures with the same formula, charge and spin	1.3313	eV
orbital gap	2.438	eV
charge	+2
HOMO energy	-16.28	eV

Last column: Mulliken charge in e.
CARTESIAN COORDINATES (ANGSTROEM)
Tl 0.39736 2.54430 -0.81262  0.97
O 0.47772 -0.26570 -0.50721  -0.32
H 0.42472 -1.22330 -0.69128  0.28
C 2.17457 -1.37365 2.54591  -0.32
O 1.24547 -1.84829 3.49414  -0.18
C 1.56313 -1.97725 4.78467  0.78
O 2.67451 -2.15570 5.19498  -0.37
O 0.46639 -1.92266 5.48610  -0.26
C 0.52056 -2.12148 6.89792  -0.63
H 1.73120 -1.05697 1.59611  -0.03
H 3.01209 -2.06044 2.38989  0.33
H 2.61180 -0.48294 3.01278  0.35
H -0.46990 -1.98715 7.32180  0.24
H 1.17297 -1.41461 7.41072  0.32
H 0.86116 -3.13285 7.11917  0.33
C -2.59387 -0.91157 -1.41095  -0.50
O -3.59653 -0.25435 -0.64962  -0.26
C -3.42245 1.01334 -0.32979  0.80
O -2.44328 1.69341 -0.54133  -0.46
O -4.49778 1.41079 0.28891  -0.30
C -4.55319 2.75428 0.78460  -0.63
H -1.90500 -0.22283 -1.91087  0.21
H -3.05954 -1.44760 -2.23568  0.35
H -2.01975 -1.55081 -0.74669  0.21
H -3.91269 2.89183 1.65460  0.29
H -5.58640 2.98906 1.01402  0.24
H -4.22635 3.41612 -0.02382  0.31
C 1.50296 2.53508 -5.69514  -0.67
O 1.85826 1.15838 -5.47120  -0.28
C 1.88494 0.74791 -4.23807  0.74
O 1.36231 1.27505 -3.27599  -0.42
O 2.46764 -0.44313 -4.20016  -0.25
C 2.38257 -1.16706 -3.00510  -0.48
H 0.59654 2.79606 -5.15925  0.29
H 1.48532 2.72744 -6.76110  0.24
H 2.32440 3.15904 -5.32688  0.34
H 1.33426 -1.33420 -2.71562  0.11
H 2.86553 -0.63583 -2.17572  0.32
H 2.88838 -2.12175 -3.11225  0.31

---

# 5
Computed, not measured: a molecular structure, C9H20AgClF4N3O8S4, with ωB97M-V with the def2-TZVPD basis set.

Calculated values
energy above the lowest of the compared OMol25 structures with the same formula, charge and spin	0.2664	eV
orbital gap	6.362	eV
charge	-1
HOMO energy	-5.23	eV

Last column: Mulliken charge in e.
CARTESIAN COORDINATES (ANGSTROEM)
Ag -11.50624 15.28113 9.60170  0.58
C -13.04362 13.47647 6.94374  -0.71
C -12.38021 12.39458 6.08744  -0.70
C -12.52191 10.96801 6.61168  -0.12
C -13.94813 10.70231 7.03327  -1.10
N -14.12995 9.27411 7.50695  0.32
C -12.96810 8.67398 8.34097  0.00
C -13.58093 7.58597 9.21906  -0.66
C -15.13710 7.71787 9.12266  -0.78
C -15.31683 9.04874 8.38282  -0.64
C -14.27954 8.42360 6.24895  -0.97
H -12.45073 13.51918 7.84800  -0.24
H -14.09167 13.26333 7.15935  0.36
H -13.06177 14.45984 6.47793  0.45
H -11.31873 12.56512 5.93117  0.45
H -12.90217 12.41326 5.12243  0.34
H -11.81396 10.80145 7.42688  0.25
H -12.19457 10.25154 5.85173  0.33
H -14.67520 10.93264 6.25271  0.62
H -14.28075 11.33958 7.85516  0.31
H -12.22648 8.34920 7.61978  0.55
H -12.64347 9.52215 8.94167  -0.33
H -13.29956 6.59556 8.86975  0.28
H -13.17826 7.80114 10.20577  0.46
H -15.47788 6.88802 8.50859  0.34
H -15.55113 7.69344 10.12439  0.37
H -16.23610 9.12085 7.80404  0.45
H -15.28935 9.88835 9.07965  0.44
H -13.30100 8.27564 5.80290  0.37
H -14.96305 8.89675 5.55212  0.31
H -14.65510 7.45342 6.56863  0.45
Cl -13.90258 16.61439 9.14026  -0.77
N -10.05945 16.35349 8.06168  0.01
S -9.14655 15.47749 7.20231  0.96
O -8.04588 14.73389 7.76749  -0.60
O -8.95606 15.90191 5.82882  -0.64
F -10.13576 14.19876 7.01049  -0.18
S -9.04650 17.69857 8.20122  0.96
O -9.18107 18.66425 7.15866  -0.56
O -7.79324 17.49324 8.84812  -0.54
F -9.94922 18.32981 9.34968  -0.26
N -11.73608 13.40187 10.76351  0.06
S -12.41433 13.17050 12.15311  0.93
O -11.54844 13.13598 13.30084  -0.61
O -13.62124 12.37762 12.18650  -0.57
F -12.99812 14.65562 12.33186  -0.29
S -11.62477 11.82762 10.25774  0.87
O -12.75563 11.23553 9.60224  -0.59
O -10.79107 10.98590 11.08879  -0.63
F -10.66229 12.13150 9.01564  -0.31

---

# 6
Computed, not measured: 2 unconnected molecules or ions with the total composition C9H20BClF6NO4P, with ωB97M-V with the def2-TZVPD basis set.

Calculated values
orbital gap	9.038	eV
HOMO energy	-10.03	eV

Last column: Mulliken charge in e.
CARTESIAN COORDINATES (ANGSTROEM)
C 0.41956 -3.40191 -1.77049  -1.38
C 0.91933 -1.94953 -1.73248  -0.45
C 0.31746 -1.15343 -0.56827  0.66
O 0.52451 -1.82407 0.63766  -0.57
C -1.18805 -0.94534 -0.68288  -2.00
C -1.42562 0.24804 -1.56993  1.52
O -1.10059 -0.13921 -2.87830  -0.59
C -2.78586 0.94861 -1.49426  -1.20
B -3.74963 0.30818 -0.39472  0.51
O -4.54707 -0.70139 -0.81041  -0.55
O -3.75612 0.65615 0.91901  -0.51
N -0.30236 1.19736 -1.12365  -0.16
C 0.83899 0.36247 -0.49381  -0.05
Cl 0.74566 0.90745 1.19383  0.22
C 2.19836 0.66878 -1.11385  -0.58
C 3.06090 1.72040 -0.43515  -1.49
H -0.18570 -3.58893 -2.65496  0.30
H 1.24762 -4.10615 -1.78080  0.42
H -0.18642 -3.63719 -0.89744  0.32
H 2.00404 -1.94139 -1.65175  0.37
H 0.66929 -1.46524 -2.66959  0.31
H 1.44118 -2.10762 0.73660  0.46
H -1.74241 -1.79958 -1.06607  0.57
H -1.54425 -0.75259 0.33140  0.63
H -1.39219 0.53590 -3.50347  0.42
H -2.65412 2.02015 -1.31925  0.27
H -3.26099 0.84260 -2.46870  0.23
H -4.96039 -1.18598 -0.08573  0.33
H -3.44095 1.53634 1.14059  0.32
H -0.62986 1.79092 -0.35972  0.56
H -0.00752 1.79461 -1.89584  0.43
H 2.01422 1.00000 -2.14311  0.46
H 2.74513 -0.26282 -1.20283  0.10
H 2.53441 2.66485 -0.30547  0.35
H 3.41656 1.38810 0.53642  0.35
H 3.92979 1.91082 -1.06335  0.47
F 1.91564 -0.16580 4.17864  -0.34
P 1.41455 1.20990 4.97585  0.96
F 1.20931 1.92468 6.43956  -0.32
F 3.01393 1.21645 5.35927  -0.34
F 0.34145 1.30383 3.66274  -0.38
F 1.68671 2.74601 4.42763  -0.33
F 0.25150 0.22556 5.59705  -0.32

---

The calculation returns the following max |F| values, one per record and in order: 8.82, 3.80, 5.98, 2.14, 7.54, 0.75 eV/Å.